[1]
ORCA calculation (ωB97M-V/def2-TZVPD) on a structure of composition C52H72ClN12O6PS at a distorted geometry.

Geometry (Å):
1 Cl -7.389 1.580 -1.737
2 S -9.911 2.067 2.644
3 P -8.932 1.247 1.165
4 O -2.759 1.203 -4.308
5 O -6.494 -0.804 3.889
6 O -1.773 2.785 1.673
7 O -4.701 2.720 -2.733
8 O -4.266 -3.731 -1.705
9 O -7.467 0.197 4.036
10 N 6.146 -5.137 5.962
11 N -8.953 7.641 -4.032
12 N 1.005 0.246 5.755
13 N -8.176 -1.705 -4.134
14 N -3.168 1.793 6.899
15 N 12.916 -0.998 -1.222
16 N 5.495 -1.274 2.550
17 N -4.970 -1.541 4.229
18 N 13.549 -0.287 -5.783
19 N -4.220 -1.577 -3.507
20 N -4.996 4.127 -3.467
21 N 6.124 -9.498 9.265
22 C 5.272 1.579 -1.158
23 C -1.961 1.176 -3.145
24 C 0.153 0.481 5.020
25 C -10.281 5.765 -2.788
26 C 7.543 -1.840 0.583
27 C -5.684 6.581 -4.073
28 C 5.925 0.136 4.709
29 C -5.300 5.210 -3.735
30 C 13.648 -1.416 -5.591
31 C -4.174 -0.855 -4.838
32 C 5.684 -0.653 3.500
33 C 3.439 1.010 0.734
34 C -0.494 0.765 -3.062
35 C 0.356 0.793 -1.756
36 C -2.629 1.646 -1.828
37 C -4.860 1.944 -0.322
38 C -9.537 6.816 -3.485
39 C 9.500 -1.366 -1.273
40 C 4.253 -4.583 4.248
41 C -0.932 0.781 4.083
42 C -2.787 -0.071 -4.993
43 C -4.029 1.999 0.998
44 C -8.037 0.112 -6.007
45 C -6.382 1.702 -0.208
46 C 13.020 -0.184 -2.026
47 C -6.194 1.631 2.430
48 C 3.794 1.841 -0.579
49 C 7.224 -7.774 7.638
50 C 7.297 -0.003 -1.272
51 C -6.812 -3.704 -1.714
52 C 8.055 -1.026 -0.687
53 C -4.003 -1.907 4.746
54 C 5.314 -4.893 5.208
55 C 2.763 1.710 -1.796
56 C 13.773 -2.854 -5.346
57 C -7.078 1.550 1.183
58 C 1.897 0.369 -1.873
59 C -8.115 -0.906 -4.958
60 C -3.495 2.846 6.575
61 C -1.795 1.679 -0.512
62 C -6.834 1.478 3.903
63 C -2.781 -2.371 5.409
64 C -4.118 2.137 -1.718
65 C -5.462 -2.405 -3.549
66 C -2.474 2.202 0.819
67 C -4.657 1.862 2.400
68 C -3.911 4.188 6.161
69 C 5.680 0.036 -1.293
70 C 6.608 -8.740 8.550
71 C 13.153 0.852 -3.053
72 C -5.432 -3.678 -2.554
73 C -0.319 1.259 -0.455
74 H 3.785 2.952 -0.264
75 H 0.024 0.432 -4.030
76 H -6.320 -1.699 -3.266
77 H 6.019 2.060 -0.436
78 H -7.113 -4.779 -1.482
79 H 6.663 -2.503 0.303
80 H -2.493 -3.367 5.067
81 H -5.208 6.916 -4.997
82 H 2.061 2.609 -1.791
83 H -4.030 1.932 3.356
84 H -3.410 -2.226 -3.578
85 H -5.094 -0.217 -5.030
86 H -1.939 -1.704 5.214
87 H 5.119 0.852 4.887
88 H 7.246 -1.163 1.466
89 H 3.935 -3.540 4.323
90 H 14.197 1.133 -3.207
91 H -1.920 -0.770 -4.743
92 H 6.627 -6.862 7.553
93 H 4.276 1.224 1.498
94 H 0.322 1.267 0.483
95 H 5.405 2.144 -2.154
96 H -11.227 5.544 -3.288
97 H -8.460 -0.248 -6.947
98 H -6.661 -3.146 -0.717
99 H -3.435 4.484 5.223
100 H -8.582 1.016 -5.729
101 H 3.370 1.777 -2.775
102 H -3.650 4.938 6.910
103 H -9.712 4.834 -2.741
104 H 14.520 -3.309 -6.000
105 H 10.283 -1.485 -0.448
106 H -6.032 1.564 4.719
107 H -1.267 1.817 4.173
108 H -5.398 7.284 -3.288
109 H 9.452 -2.321 -1.895
110 H 3.370 -5.204 4.410
111 H 12.828 -3.374 -5.519
112 H -7.003 0.404 -6.206
113 H -4.549 -3.442 -0.813
114 H 6.855 0.704 4.639
115 H 9.883 -0.535 -1.960
116 H -6.903 -1.480 3.282
117 H -6.764 6.673 -4.212
118 H -7.544 2.363 4.033
119 H -5.426 -4.624 -3.203
120 H -5.724 -2.814 -4.587
121 H -4.992 4.243 6.009
122 H -7.654 -3.206 -2.297
123 H 12.764 0.516 -4.012
124 H 8.219 -7.479 7.977
125 H 8.419 -2.499 0.929
126 H 5.377 -0.314 -2.350
127 H -2.907 -2.424 6.493
128 H -4.172 -1.700 -5.630
129 H 12.609 1.759 -2.781
130 H 2.200 -0.468 -1.171
131 H 7.333 -8.184 6.631
132 H 3.484 -0.114 0.544
133 H -2.675 0.165 -6.118
134 H -9.159 -0.181 1.070
135 H -9.501 1.803 -0.042
136 H -0.621 0.632 3.047
137 H -10.517 6.054 -1.761
138 H 2.017 -0.055 -2.939
139 H 5.997 -0.499 5.595
140 H -1.801 0.143 4.256
141 H 4.581 -4.747 3.219
142 H 14.073 -3.060 -4.316
143 H 2.458 1.293 1.233
144 H 7.842 0.891 -1.728
145 H 5.275 -0.640 -0.475

Computed properties:
Molar mass: 1059.72 g mol⁻¹
Total charge: 0
DFT total energy: -4331.98351 Ha
HOMO: -7.760 eV

Atom charges from the Löwdin analysis, given in e for atoms 1 to 2: Cl 0.57; S 0.11

[2]
ORCA calculation (ωB97M-V/def2-TZVPD) on a structure of composition C52H78GeN4O5P3S3Ti at a distorted geometry.

Geometry (Å):
1 Ge 1.357 5.142 0.833
2 Ti -0.445 -0.349 -0.001
3 S 1.469 -4.252 -1.398
4 S -1.048 2.607 -2.717
5 S 3.329 -7.004 -2.345
6 P -1.357 -2.792 0.004
7 P 1.582 -6.133 -2.001
8 P -0.223 -1.333 3.163
9 O 0.611 -6.190 -3.300
10 O -1.025 1.400 0.151
11 O 0.944 -1.027 0.662
12 O 0.904 2.452 0.322
13 O 0.670 -7.075 -1.015
14 N -1.427 -0.274 -1.975
15 N -2.197 0.398 2.578
16 N -3.206 -0.944 0.338
17 N 1.130 0.179 -1.836
18 C -2.651 0.327 -2.474
19 C -2.402 -5.128 -1.053
20 C 0.741 -8.374 -4.339
21 C -3.937 2.024 2.376
22 C -0.370 1.301 4.499
23 C 3.781 3.681 1.743
24 C 3.933 6.063 1.845
25 C 1.832 -6.932 1.116
26 C 0.243 -8.798 0.551
27 C -2.904 -3.783 -0.516
28 C -2.362 1.520 -3.397
29 C 3.187 4.923 1.572
30 C 0.557 0.177 4.052
31 C -0.178 4.403 1.905
32 C -1.559 -0.662 2.076
33 C 0.220 9.706 1.765
34 C 1.296 -0.397 5.270
35 C 0.822 7.496 2.448
36 C 0.811 -1.020 -2.608
37 C 1.891 5.180 -3.905
38 C 1.516 5.021 -1.143
39 C -3.864 -3.986 0.653
40 C 0.470 8.790 2.773
41 C 2.941 4.816 -3.078
42 C 1.605 0.759 3.105
43 C 1.286 -7.827 0.011
44 C -3.291 0.866 1.930
45 C -2.105 -1.398 0.971
46 C -0.685 -3.896 1.308
47 C 1.526 1.350 -2.607
48 C 0.467 1.959 -3.526
49 C -1.092 3.603 1.009
50 C 2.183 -1.610 0.809
51 C 5.095 3.582 2.172
52 C 0.207 -6.269 -5.631
53 C -5.584 1.802 0.635
54 C 0.651 5.452 -3.352
55 C 5.244 5.971 2.275
56 C 2.752 4.739 -1.710
57 C -0.687 -1.038 -2.972
58 C 0.699 8.014 0.131
59 C -3.628 -3.052 -1.647
60 C 0.947 7.081 1.127
61 C -5.065 2.491 1.723
62 C 0.336 9.312 0.444
63 C -4.969 0.654 0.175
64 C 0.991 -6.879 -4.477
65 C -0.330 2.415 0.454
66 C -1.390 -1.892 4.507
67 C -3.809 0.178 0.797
68 C 0.467 5.370 -1.983
69 C 5.830 4.727 2.434
70 H -0.620 -4.896 0.887
71 H 2.039 5.260 -4.975
72 H 3.208 2.792 1.523
73 H -4.240 -3.026 1.001
74 H -2.288 -5.858 -0.255
75 H 5.807 6.872 2.481
76 H 2.372 -7.533 1.844
77 H 0.575 -6.663 -6.576
78 H -0.814 1.782 3.633
79 H -1.441 4.212 0.171
80 H -1.296 -3.885 2.212
81 H 3.576 4.461 -1.066
82 H -4.705 -4.601 0.332
83 H 0.919 2.833 -3.995
84 H -0.851 -0.641 -3.986
85 H -0.508 5.589 -1.565
86 H 1.020 6.774 3.231
87 H 2.068 -6.730 -4.645
88 H -0.309 -8.562 -4.125
89 H -3.250 2.140 -3.495
90 H -0.824 -2.401 5.286
91 H -3.543 2.542 3.238
92 H -0.850 -6.498 -5.525
93 H 2.379 1.111 -3.268
94 H 1.842 2.119 -1.896
95 H 5.556 2.613 2.304
96 H -6.483 2.153 0.148
97 H 3.473 7.032 1.711
98 H 0.323 -5.189 -5.621
99 H -0.176 5.727 -3.992
100 H 1.873 -0.023 -1.171
101 H 2.300 -2.016 1.825
102 H 2.131 -8.383 -0.424
103 H -5.382 0.105 -0.661
104 H -0.718 5.242 2.350
105 H 2.377 0.021 2.901
106 H 0.678 -9.391 1.351
107 H 0.325 -3.565 1.541
108 H -3.242 -0.416 -3.018
109 H -1.439 -5.015 -1.552
110 H -0.606 -8.239 0.938
111 H 0.205 3.770 2.704
112 H 0.797 7.724 -0.907
113 H -2.974 -2.945 -2.510
114 H 2.011 0.335 5.651
115 H 1.348 -8.763 -3.524
116 H 1.146 1.050 2.158
117 H 1.849 -1.296 4.992
118 H -0.841 0.541 -1.736
119 H 0.199 2.037 5.073
120 H 0.386 9.083 3.810
121 H -3.375 -4.496 1.479
122 H -4.511 -3.615 -1.953
123 H 2.298 -2.441 0.096
124 H -1.176 0.931 5.127
125 H 1.420 -1.100 -3.522
126 H -3.234 0.676 -1.615
127 H 1.023 -8.882 -5.261
128 H 2.987 -0.868 0.646
129 H -3.935 -2.068 -1.301
130 H 6.859 4.652 2.761
131 H 1.023 -6.398 1.610
132 H -0.060 10.720 2.013
133 H -1.030 -2.077 -2.963
134 H 3.911 4.599 -3.505
135 H 0.612 -0.642 6.080
136 H -1.950 -1.055 4.918
137 H 2.520 -6.207 0.685
138 H 0.159 1.263 -4.304
139 H 1.020 -1.903 -1.991
140 H 2.079 1.631 3.558
141 H -0.110 -9.457 -0.237
142 H -1.976 3.235 1.533
143 H -3.110 -5.537 -1.774
144 H -5.550 3.395 2.067
145 H 0.140 10.027 -0.342
146 H -2.047 1.210 -4.392
147 H -2.098 -2.600 4.075

Computed properties:
Molar mass: 1148.82 g mol⁻¹
2S+1: 3
Total charge: -1
DFT total energy: -7768.73028 Ha
<S²>: 2.025
HOMO (alpha / beta): -3.508 / -4.910 eV

Atom charges from the Löwdin analysis, given in e for atoms 1 to 2: Ge 1.08; Ti 0.79